Record 1
A structure of composition C55H42NP3PtSSi, computed with wB97M-V/def2-TZVPD.

HOMO (eV): -5.98
Lowest unoccupied orbital energy (eV): 0.21
Gap between HOMO and LUMO (eV): 6.1960
Calculated total energy (eV): -109035.398

Positions of all 104 atoms, in Å:
1 Pt -0.5809 0.0012 0.0009
2 C 1.9096 5.1571 2.1307
3 C 0.7327 5.6313 1.5678
4 C -0.1845 4.7436 1.0284
5 C 0.0653 3.3700 1.0584
6 C 1.2512 2.9040 1.6164
7 C 2.1672 3.7955 2.1541
8 P -1.1609 2.2460 0.3417
9 C -1.8093 3.1779 -1.0754
10 C -0.9175 3.6336 -2.0437
11 C -1.3755 4.2859 -3.1761
12 C -2.7390 4.4908 -3.3485
13 C -3.6315 4.0485 -2.3851
14 C -3.1732 3.3906 -1.2503
15 C -2.5462 2.1001 1.5271
16 C -2.7187 3.0039 2.5665
17 C -3.7567 2.8155 3.4697
18 C -4.6017 1.7233 3.3245
19 C -4.4156 0.8174 2.2875
20 C -3.3805 0.9781 1.3677
21 Si -3.0356 -0.0058 -0.2335
22 C -3.4766 -1.8362 0.0731
23 C -4.8054 -2.2933 0.0680
24 C -5.1027 -3.6408 0.0079
25 C -4.0851 -4.5953 -0.0802
26 C -2.7680 -4.1810 -0.0709
27 C -2.4739 -2.8174 0.0224
28 P -0.7812 -2.2723 0.3227
29 C 0.2284 -3.4200 -0.6761
30 C 0.9716 -4.4540 -0.1038
31 C 1.6755 -5.3410 -0.9065
32 C 1.6440 -5.2096 -2.2864
33 C 0.8977 -4.1926 -2.8631
34 C 0.1931 -3.3031 -2.0659
35 C -0.5037 -2.7278 2.0581
36 C 0.7788 -2.7168 2.6021
37 C 0.9797 -3.0056 3.9403
38 C -0.1056 -3.2909 4.7570
39 C -1.3854 -3.2814 4.2295
40 C -1.5898 -3.0034 2.8839
41 C -0.3550 -0.0468 -2.0310
42 C -1.2775 -0.0751 -3.0720
43 C -0.8236 -0.1415 -4.3831
44 C 0.5369 -0.1629 -4.6834
45 C 1.4677 -0.1035 -3.6586
46 C 1.0117 -0.0541 -2.3451
47 P 1.8735 0.1127 -0.7699
48 C 3.0518 -1.2448 -0.5107
49 C 3.5450 -1.4431 0.7777
50 C 4.4559 -2.4593 1.0320
51 C 4.8702 -3.2918 0.0029
52 C 4.3726 -3.1066 -1.2801
53 C 3.4697 -2.0866 -1.5386
54 C 2.9616 1.5659 -0.9431
55 C 4.0943 1.7441 -0.1517
56 C 4.8168 2.9259 -0.2175
57 C 4.4177 3.9469 -1.0674
58 C 3.3031 3.7702 -1.8744
59 C 2.5852 2.5849 -1.8175
60 H 2.6260 5.8517 2.5510
61 H 0.5281 6.6941 1.5456
62 H -1.0961 5.1177 0.5782
63 H 1.4519 1.8429 1.6429
64 H 3.0819 3.4200 2.5934
65 H 0.1449 3.4931 -1.8938
66 H -0.6723 4.6360 -3.9211
67 H -3.1029 4.9984 -4.2328
68 H -4.6943 4.2065 -2.5159
69 H -3.8766 3.0405 -0.5073
70 H -2.0355 3.8331 2.7014
71 H -3.8884 3.5061 4.2923
72 H -5.4033 1.5664 4.0362
73 H -5.0836 -0.0333 2.1996
74 H -5.6149 -1.5704 0.0746
75 H -6.1373 -3.9632 0.0053
76 H -4.3274 -5.6477 -0.1480
77 H -1.9683 -4.9117 -0.1131
78 H 0.9894 -4.5824 0.9686
79 H 2.2470 -6.1383 -0.4482
80 H 2.1913 -5.9043 -2.9114
81 H 0.8540 -4.0895 -3.9401
82 H -0.4009 -2.5287 -2.5345
83 H 1.6252 -2.4741 1.9748
84 H 1.9809 -2.9846 4.3510
85 H 0.0463 -3.4982 5.8084
86 H -2.2367 -3.4845 4.8663
87 H -2.5953 -2.9919 2.4864
88 H -2.3385 -0.0420 -2.8479
89 H -1.5449 -0.1719 -5.1918
90 H 0.8638 -0.2063 -5.7145
91 H 2.5297 -0.0778 -3.8771
92 H 3.2002 -0.8123 1.5919
93 H 4.8331 -2.6037 2.0367
94 H 5.5758 -4.0885 0.2011
95 H 4.6827 -3.7641 -2.0824
96 H 3.0752 -1.9549 -2.5385
97 H 4.4204 0.9607 0.5201
98 H 5.6950 3.0499 0.4036
99 H 4.9785 4.8717 -1.1084
100 H 2.9945 4.5541 -2.5548
101 H 1.7357 2.4338 -2.4702
102 S 0.4522 0.6922 4.6219
103 C -0.0832 0.4034 3.1378
104 N -0.4706 0.1914 2.0533

Here are the Löwdin charges for atoms 1 to 5, given in e: number 1, Pt, carries 0.79; number 2, C, carries -0.07; number 3, C, carries -0.07; number 4, C, carries -0.09; number 5, C, carries -0.33


Record 2
A structure of composition C55H44GeInN6O2S2, computed with wB97M-V/def2-TZVPD.

2S+1: 2
HOMO (alpha / beta) (eV): -7.81 / -7.97
Lowest unoccupied orbital energy (alpha / beta) (eV): -1.27 / -1.51
Expectation value of S²: 0.752
Energy above the lowest of the compared OMol25 structures with the same formula, charge and spin (kcal per mole): 7.3
Gap between HOMO and LUMO (alpha / beta) (eV): 6.5405 / 6.4634
Calculated total energy (eV): -154144.876

Positions of all 111 atoms, in Å:
1 In -0.3149 0.6951 -0.2677
2 O -4.2756 1.0072 5.8727
3 C -4.0135 2.0249 5.2117
4 O -4.2319 3.2311 5.4021
5 C -3.2475 1.7276 3.8957
6 C -2.5983 2.7318 3.2028
7 C -1.8574 2.4375 2.0701
8 N -1.7567 1.1885 1.5832
9 C -2.3825 0.2063 2.2640
10 C -3.1248 0.4392 3.4061
11 C -2.1244 -1.1909 1.8423
12 C -2.9824 -2.2385 2.1718
13 C -2.6249 -3.5246 1.8151
14 C -1.4318 -3.7314 1.1344
15 C -0.6631 -2.6286 0.8205
16 N -0.9941 -1.3864 1.1698
17 C -1.1000 3.5100 1.3714
18 C -1.1991 4.8455 1.7630
19 C -0.4634 5.7985 1.0891
20 C 0.3482 5.3998 0.0385
21 C 0.3785 4.0612 -0.2935
22 N -0.3225 3.1324 0.3607
23 H -2.6963 3.7284 3.6060
24 H -3.5688 -0.3598 3.9836
25 H -3.9143 -2.0420 2.6810
26 H -3.2706 -4.3567 2.0624
27 H -1.1092 -4.7198 0.8380
28 H 0.2525 -2.7319 0.2526
29 H -1.8464 5.1369 2.5739
30 H -0.5290 6.8392 1.3774
31 H 0.9306 6.1085 -0.5326
32 H 0.9745 3.7196 -1.1259
33 C -0.3238 2.4545 -5.7535
34 S 1.0649 1.6312 -4.9598
35 C 0.7444 1.8334 -3.2372
36 S -0.7755 2.3034 -2.6539
37 N 1.8465 1.5516 -2.5653
38 N 1.6747 1.3777 -1.2322
39 C 2.6647 1.6199 -0.4625
40 C 2.5012 1.3979 0.9762
41 C 3.5224 1.6945 1.8674
42 C 3.3087 1.4900 3.2198
43 C 2.0912 0.9803 3.6426
44 C 1.1277 0.6927 2.6900
45 N 1.3232 0.9060 1.3915
46 H -0.2947 2.1469 -6.7979
47 H -1.2625 2.1390 -5.3055
48 H -0.2256 3.5356 -5.6882
49 H 3.6021 2.0042 -0.8547
50 H 4.4639 2.0723 1.4917
51 H 4.0869 1.7188 3.9360
52 H 1.8822 0.8001 4.6873
53 H 0.1676 0.2822 2.9713
54 C 2.8521 -2.4420 2.1191
55 Ge 3.0114 -2.0421 0.1999
56 C 3.1168 -3.7625 -0.7421
57 C 4.3860 -4.3260 -0.8957
58 C 4.5403 -5.5913 -1.4446
59 C 3.4277 -6.3097 -1.8594
60 C 2.1642 -5.7524 -1.7378
61 C 2.0131 -4.4889 -1.1838
62 C 4.7101 -1.1022 -0.0616
63 C 5.5230 -0.8831 1.0222
64 C 6.7350 -0.1638 0.9036
65 C 7.1088 0.3496 -0.3028
66 C 6.2986 0.1605 -1.4515
67 C 6.6607 0.6999 -2.7099
68 C 5.8584 0.5268 -3.8011
69 C 4.6544 -0.1987 -3.6865
70 C 4.2896 -0.7354 -2.4864
71 C 5.0928 -0.5720 -1.3321
72 H 3.6649 -3.1272 2.3705
73 H 1.9055 -2.9386 2.3290
74 H 2.9238 -1.5497 2.7391
75 H 5.2669 -3.7703 -0.5923
76 H 5.5316 -6.0129 -1.5535
77 H 3.5466 -7.2998 -2.2805
78 H 1.2934 -6.2931 -2.0869
79 H 1.0171 -4.0637 -1.1399
80 H 5.2483 -1.2662 1.9986
81 H 7.3605 -0.0223 1.7762
82 H 8.0318 0.9086 -0.4033
83 H 7.5881 1.2547 -2.7900
84 H 6.1392 0.9512 -4.7561
85 H 4.0075 -0.3110 -4.5470
86 H 3.3543 -1.2767 -2.4038
87 C -0.1269 -4.5192 -5.3546
88 C 1.0519 -3.8510 -5.0567
89 C 1.0683 -2.8931 -4.0564
90 C -0.0853 -2.5703 -3.3399
91 C -1.2579 -3.2718 -3.6301
92 C -1.2760 -4.2321 -4.6295
93 C 0.0208 -1.5259 -2.2979
94 C -0.9257 -0.7522 -1.7582
95 C -2.3231 -0.7163 -2.2544
96 C -3.3964 -1.0277 -1.4221
97 C -4.7002 -1.0138 -1.8995
98 C -4.9515 -0.6781 -3.2206
99 C -3.8898 -0.3564 -4.0576
100 C -2.5911 -0.3737 -3.5805
101 H -0.1488 -5.2663 -6.1376
102 H 1.9612 -4.0770 -5.5993
103 H 1.9977 -2.3868 -3.8202
104 H -2.1576 -3.0839 -3.0605
105 H -2.1976 -4.7583 -4.8443
106 H 1.0511 -1.3855 -1.9612
107 H -3.2122 -1.3021 -0.3922
108 H -5.5184 -1.2676 -1.2371
109 H -5.9661 -0.6654 -3.5969
110 H -4.0767 -0.0921 -5.0910
111 H -1.7630 -0.1293 -4.2342

Here are the Löwdin charges for atoms 1 to 5, given in e: number 1, In, carries 0.83; number 2, O, carries -0.02; number 3, C, carries -0.69; number 4, O, carries -0.02; number 5, C, carries -0.06


Record 3
A structure of composition C55H44N7PRhSe2 in a non-equilibrium geometry, computed with wB97M-V/def2-TZVPD.

2S+1: 5
HOMO (alpha / beta) (eV): -9.67 / -9.65
Lowest unoccupied orbital energy (alpha / beta) (eV): -2.11 / -4.06
Total charge: +1
Expectation value of S²: 6.024
Energy above the lowest of the compared OMol25 structures with the same formula, charge and spin (kcal per mole): 0.0
Gap between HOMO and LUMO (alpha / beta) (eV): 7.5648 / 5.5932
Calculated total energy (eV): -211165.748

Positions of all 110 atoms, in Å:
1 Rh 0.6722 -0.0949 1.3725
2 C -2.3463 2.3156 -2.7698
3 N -1.9594 1.9722 -1.3999
4 C -0.7807 1.4280 -1.0053
5 N -0.7816 1.2636 0.3029
6 C -1.9886 1.6988 0.7822
7 C -2.7430 2.1454 -0.2757
8 C -4.1052 2.7134 -0.3165
9 C -4.4152 3.8286 0.4581
10 C -5.7037 4.3445 0.4540
11 C -6.6896 3.7538 -0.3273
12 C -6.3869 2.6411 -1.1015
13 C -5.0999 2.1189 -1.0917
14 C -2.3308 1.5656 2.2099
15 C -1.3578 1.8264 3.1700
16 C -1.6142 1.6065 4.5150
17 C -2.8590 1.1382 4.9119
18 C -3.8432 0.8889 3.9606
19 C -3.5797 1.0925 2.6136
20 P 0.5917 0.9675 -2.1132
21 C 0.6418 -0.8087 -1.7234
22 N 0.8410 -1.3205 -0.5244
23 C 0.7517 -2.6853 -0.6337
24 C 0.4741 -3.0048 -1.9397
25 N 0.4251 -1.8055 -2.6200
26 C 0.1759 -1.6518 -4.0542
27 C 0.2608 -4.3192 -2.5805
28 C 1.2369 -5.3078 -2.4789
29 C 1.0233 -6.5596 -3.0399
30 C -0.1639 -6.8310 -3.7092
31 C -1.1424 -5.8502 -3.8119
32 C -0.9334 -4.5996 -3.2447
33 C 0.8418 -3.5632 0.5476
34 C 1.8268 -3.3373 1.5041
35 C 1.8697 -4.0918 2.6667
36 C 0.9298 -5.0924 2.8746
37 C -0.0477 -5.3373 1.9162
38 C -0.0971 -4.5732 0.7595
39 C 1.9692 1.5265 -1.0582
40 N 2.1112 1.2274 0.2166
41 C 3.2034 1.9035 0.6945
42 C 3.7389 2.6457 -0.3274
43 N 2.9458 2.3969 -1.4295
44 C 3.1667 2.9558 -2.7649
45 C 4.9339 3.5165 -0.3649
46 C 4.8298 4.8626 -0.7122
47 C 5.9566 5.6746 -0.7174
48 C 7.1923 5.1488 -0.3655
49 C 7.3009 3.8103 -0.0123
50 C 6.1774 2.9952 -0.0152
51 C 3.5873 1.8057 2.1176
52 C 3.4580 0.5885 2.7839
53 C 3.7050 0.4884 4.1458
54 C 4.1227 1.6095 4.8515
55 C 4.2876 2.8211 4.1905
56 C 4.0144 2.9236 2.8329
57 H -1.4651 2.5967 -3.3372
58 H -2.8365 1.4757 -3.2603
59 H -3.0350 3.1526 -2.7393
60 H -3.6437 4.2822 1.0703
61 H -5.9383 5.2107 1.0606
62 H -7.6947 4.1589 -0.3303
63 H -7.1559 2.1714 -1.7032
64 H -4.8715 1.2289 -1.6709
65 H -0.3895 2.2031 2.8639
66 H -0.8400 1.7908 5.2507
67 H -3.0583 0.9574 5.9608
68 H -4.8128 0.5133 4.2670
69 H -4.3379 0.8667 1.8713
70 H 0.5147 -2.5472 -4.5635
71 H -0.8854 -1.5148 -4.2536
72 H 0.7260 -0.7961 -4.4313
73 H 2.1589 -5.0930 -1.9499
74 H 1.7861 -7.3246 -2.9556
75 H -0.3283 -7.8085 -4.1470
76 H -2.0746 -6.0630 -4.3228
77 H -1.7120 -3.8440 -3.2930
78 H 2.5700 -2.5662 1.3320
79 H 2.6279 -3.8930 3.4151
80 H 0.9546 -5.6751 3.7869
81 H -0.7855 -6.1144 2.0784
82 H -0.8772 -4.7475 0.0256
83 H 4.2306 3.1118 -2.9059
84 H 2.8068 2.2593 -3.5131
85 H 2.6524 3.9061 -2.8833
86 H 3.8603 5.2802 -0.9628
87 H 5.8675 6.7200 -0.9854
88 H 8.0705 5.7840 -0.3627
89 H 8.2635 3.3986 0.2628
90 H 6.2561 1.9508 0.2648
91 H 3.1843 -0.3017 2.2298
92 H 3.5691 -0.4584 4.6536
93 H 4.3186 1.5370 5.9142
94 H 4.6078 3.6990 4.7399
95 H 4.1105 3.8796 2.3311
96 Se -2.1907 -1.7835 0.9864
97 C -3.1610 -2.0646 -0.5902
98 C -4.0971 -3.1029 -0.6662
99 C -4.8185 -3.3017 -1.8355
100 C -4.6252 -2.4621 -2.9273
101 C -3.7000 -1.4215 -2.8575
102 C -2.9651 -1.2280 -1.6983
103 H -4.2468 -3.7452 0.1928
104 H -5.5396 -4.1073 -1.8929
105 H -5.2006 -2.6129 -3.8334
106 H -3.5596 -0.7669 -3.7110
107 H -2.2392 -0.4258 -1.6269
108 Se 0.7991 -1.5839 5.9444
109 C 0.5190 -1.2079 4.2595
110 N 0.3371 -0.9492 3.1247

Here are the Löwdin charges for atoms 1 to 5, given in e: number 1, Rh, carries 1.08; number 2, C, carries 0.00; number 3, N, carries -0.06; number 4, C, carries -0.46; number 5, N, carries 0.02


Record 4
A structure of composition C55H46CdN4O3P2S3Sb, computed with wB97M-V/def2-TZVPD.

2S+1: 2
HOMO (alpha / beta) (eV): -1.17 / -1.18
Lowest unoccupied orbital energy (alpha / beta) (eV): 2.91 / 2.91
Total charge: -2
Expectation value of S²: 0.790
Gap between HOMO and LUMO (alpha / beta) (eV): 4.0709 / 4.0847
Calculated total energy (eV): -132069.623

Positions of all 115 atoms, in Å:
1 Cd -0.2563 -2.5173 3.5306
2 S 1.1774 -6.9369 4.5956
3 Sb -0.7737 -5.9373 3.9966
4 S -1.1714 -4.0030 5.3622
5 S -0.2282 -4.3905 1.7916
6 C -5.6151 8.8499 -2.6511
7 O -6.2020 7.5671 -2.6062
8 C -5.5636 6.6130 -1.8646
9 C -4.3840 6.8236 -1.1665
10 C -3.8191 5.7765 -0.4456
11 C -4.4089 4.5214 -0.4093
12 C -5.5973 4.3278 -1.1222
13 C -6.1677 5.3568 -1.8374
14 C -3.8342 3.3968 0.3313
15 N -4.3463 2.1906 0.3741
16 C -3.4792 1.4567 1.1469
17 C -2.4409 2.2391 1.5889
18 N -2.6776 3.4827 1.0604
19 C -1.3874 1.7701 2.4302
20 C -0.3832 2.5660 2.9893
21 C 0.5698 1.9771 3.7768
22 C 0.5384 0.5927 3.9627
23 N -0.4155 -0.1647 3.4557
24 C -1.3822 0.3974 2.7155
25 C -2.4556 -0.4651 2.2173
26 N -2.3730 -1.7702 2.5005
27 C -3.3358 -2.5834 2.1257
28 C -4.4625 -2.1387 1.4268
29 C -4.5489 -0.8099 1.0857
30 C -3.5279 0.0618 1.4779
31 H -6.2663 9.4604 -3.2715
32 H -4.6174 8.8182 -3.0981
33 H -5.5469 9.2942 -1.6539
34 H -3.8892 7.7834 -1.1742
35 H -2.8940 5.9700 0.0836
36 H -6.0549 3.3484 -1.1014
37 H -7.0850 5.2111 -2.3926
38 H -2.0736 4.2805 1.1358
39 H -0.3518 3.6318 2.7917
40 H 1.3710 2.5501 4.2218
41 H 1.2932 0.0847 4.5483
42 H -3.1983 -3.6311 2.3716
43 H -5.2274 -2.8458 1.1361
44 H -5.3818 -0.4214 0.5136
45 O 3.4343 -1.0783 5.2102
46 C 3.0384 -1.6464 4.1947
47 O 1.8635 -2.0760 3.9570
48 C 3.9640 -1.8049 2.9668
49 P 2.8195 -2.0524 1.5300
50 C 1.4984 0.7831 0.1765
51 C 2.3714 3.0600 0.7804
52 C 1.5766 3.9225 -0.1654
53 C 1.3842 3.8237 -1.4821
54 C 1.8456 2.8009 -2.4391
55 C 1.6842 1.4813 -2.3486
56 C 3.8627 -1.9007 -0.0560
57 C 4.2185 -3.2039 -0.6999
58 C 5.4299 -3.4926 -1.1813
59 C 6.5377 -2.5405 -1.1127
60 C 6.3658 -1.3465 -0.5511
61 C 5.0628 -0.9020 0.0251
62 H 4.6631 -2.6317 3.1257
63 H 4.5463 -0.8905 2.8689
64 H 1.8176 3.0114 1.7168
65 H 1.1334 4.8025 0.3047
66 H 0.8261 4.6400 -1.9421
67 H 2.3167 3.1983 -3.3366
68 H 2.0795 0.8832 -3.1712
69 H 3.4395 -3.9450 -0.8072
70 H 5.6010 -4.4579 -1.6454
71 H 7.5008 -2.8247 -1.5232
72 H 7.1917 -0.6418 -0.4969
73 H 5.2485 -0.5114 1.0258
74 C -2.5069 -2.6392 -0.6732
75 C -1.7951 -2.2539 -1.9402
76 C -2.4957 -2.2351 -3.1450
77 C -1.8855 -1.8610 -4.3324
78 C -0.5467 -1.4980 -4.3212
79 C 0.1548 -1.5106 -3.1253
80 C -0.4437 -1.8831 -1.9218
81 P 0.4646 -1.8492 -0.2902
82 C 1.6959 -0.4671 -0.6507
83 C 3.1104 -0.8900 -1.0405
84 C 4.2698 0.1360 -0.8098
85 C 3.9210 1.3710 -0.0626
86 C 2.6676 1.6600 0.3035
87 C 0.9743 0.7683 -1.2423
88 C -0.5391 0.8913 -1.4128
89 C 1.1029 -3.6157 -0.4243
90 C 1.0421 -4.3166 -1.6110
91 C 1.2809 -5.6916 -1.7254
92 C 1.5775 -6.4623 -0.5780
93 C 1.6343 -5.8671 0.6328
94 C 1.4010 -4.4048 0.8451
95 C 2.5893 -3.8713 1.6774
96 H -3.5110 -3.0103 -0.8898
97 H -2.5935 -1.7711 -0.0130
98 H -1.9604 -3.4021 -0.1142
99 H -3.5435 -2.5184 -3.1455
100 H -2.4518 -1.8530 -5.2569
101 H -0.0495 -1.2014 -5.2378
102 H 1.1956 -1.2185 -3.1215
103 H 3.1688 -1.2983 -2.0568
104 H 4.7782 0.3971 -1.7466
105 H 4.7294 2.0795 0.1186
106 H 3.3105 3.5901 0.9932
107 H -0.7864 1.9467 -1.2519
108 H -1.0597 0.3171 -0.6436
109 H -0.9093 0.5978 -2.4001
110 H 0.8137 -3.7925 -2.5276
111 H 1.2312 -6.1563 -2.7024
112 H 1.7521 -7.5287 -0.6646
113 H 1.8448 -6.4283 1.5382
114 H 3.4920 -4.4066 1.3659
115 H 2.4274 -4.0975 2.7307

Here are the Löwdin charges for atoms 1 to 5, given in e: number 1, Cd, carries 1.06; number 2, S, carries -0.43; number 3, Sb, carries 0.12; number 4, S, carries -0.44; number 5, S, carries 0.35